1.
72
Properties=species:S:1:pos:R:3:forces:R:3 method="wB97M-V/def2-TZVPD" multiplicity=1 charge=+3 largest_force_ha_per_bohr=0.02762 e_homo_ev=-17.31 energy_ev=-57812.92120 de_lowest_kcal_mol=0.0
Ti 0.2484 0.1945 0.3342 1.014 -0.608 0.787
C -0.1507 2.0313 1.6562 0.118 -0.066 -0.035
C 0.2205 2.5277 0.3762 -0.001 -0.068 -0.081
C 1.5460 2.0534 0.1076 -0.071 0.160 0.080
C 2.0315 1.3534 1.2753 -0.211 0.217 -0.130
C 0.9767 1.3033 2.2107 -0.118 0.186 -0.104
C 1.0205 0.6883 3.5694 -0.007 -0.049 0.023
C 3.4290 0.8792 1.4798 0.039 -0.020 0.012
C 2.3451 2.3456 -1.1177 0.021 0.020 -0.046
C -0.5509 3.4856 -0.4678 -0.005 0.077 -0.018
C -1.4309 2.2742 2.3792 -0.062 -0.022 0.038
H 1.2706 1.4578 4.3059 0.003 0.034 -0.033
H 1.7801 -0.0889 3.6389 -0.021 -0.021 -0.003
H 0.0550 0.2776 3.8671 0.012 -0.025 0.008
H 3.9650 1.6485 2.0448 -0.021 0.019 -0.013
H 3.9613 0.7482 0.5395 -0.001 -0.020 0.018
H 3.4796 -0.0370 2.0658 0.001 0.021 -0.022
H 3.0820 3.1219 -0.8902 -0.018 0.012 0.036
H 1.7190 2.7146 -1.9269 -0.002 -0.021 -0.017
H 2.9106 1.4795 -1.4665 0.011 0.003 -0.010
H -0.1620 4.4920 -0.2911 0.011 -0.007 0.011
H -1.6076 3.4946 -0.2144 -0.004 -0.012 0.001
H -0.4549 3.2757 -1.5317 -0.002 0.004 -0.005
H -1.7904 1.3820 2.8967 -0.029 0.005 -0.011
H -2.2121 2.6514 1.7246 -0.003 -0.023 -0.004
H -1.2634 3.0255 3.1574 0.045 0.005 -0.012
C -3.6342 1.0598 -0.5745 -0.007 0.067 -0.134
C -2.8257 1.4829 -1.7738 0.077 -0.172 0.128
C -3.2788 2.4749 -2.6332 -0.009 0.049 -0.014
C -2.5471 2.8323 -3.7563 -0.011 -0.023 0.020
C -1.3482 2.1959 -4.0409 0.015 0.054 -0.042
C -0.8615 1.1878 -3.2177 0.111 -0.167 0.146
C 0.4100 0.4530 -3.5689 -0.129 0.094 -0.032
C -1.6162 0.8566 -2.0875 -0.334 0.355 -0.419
N -1.1280 -0.1830 -1.2182 0.015 -0.163 -0.030
C -1.3833 -1.4252 -1.4898 -0.240 0.383 -0.207
C -2.2254 -1.9051 -2.6023 -0.051 -0.013 -0.065
C -0.7114 -2.4050 -0.5692 0.104 -0.160 0.263
C -0.9720 -3.8536 -0.6039 0.042 -0.076 0.051
N 0.0996 -1.7973 0.2171 -0.475 -0.085 -0.594
C 0.9360 -2.2676 1.2550 0.187 -0.071 0.434
C 0.3875 -2.6568 2.4951 -0.122 -0.012 -0.050
C -1.0942 -2.6084 2.7588 0.118 -0.063 -0.008
C 1.2724 -3.1211 3.4551 -0.008 0.019 0.017
C 2.6373 -3.1919 3.1982 -0.011 0.008 -0.014
C 3.1610 -2.7693 1.9801 0.051 -0.016 0.056
C 2.3227 -2.2921 0.9899 -0.121 0.183 -0.166
C 2.8363 -1.8430 -0.3535 -0.048 -0.211 0.142
H -4.3139 1.8536 -0.2697 0.012 -0.008 0.039
H -3.0010 0.8022 0.2800 -0.027 0.004 0.063
H -4.2530 0.1874 -0.8010 0.033 -0.024 0.028
H -4.2186 2.9692 -2.4200 0.005 -0.002 -0.007
H -2.9172 3.6043 -4.4175 0.008 0.006 0.008
H -0.7861 2.4757 -4.9236 -0.002 -0.009 0.005
H 1.0746 1.0921 -4.1469 0.038 -0.014 0.011
H 0.2007 -0.4235 -4.1874 0.020 -0.022 0.033
H 0.9584 0.1094 -2.6842 0.066 -0.007 -0.019
H -2.7387 -1.0930 -3.1103 0.024 0.012 0.015
H -2.9555 -2.6339 -2.2407 0.022 -0.013 0.026
H -1.5999 -2.4351 -3.3306 0.005 -0.006 0.014
H -0.8397 -4.2442 -1.6166 -0.009 0.038 -0.018
H -2.0163 -4.0498 -0.3364 -0.001 0.016 -0.002
H -0.3193 -4.3916 0.0808 -0.010 0.003 0.001
H -1.5876 -1.7782 2.2451 -0.054 0.010 0.026
H -1.2893 -2.5138 3.8250 -0.015 0.028 0.001
H -1.5787 -3.5325 2.4334 -0.013 0.019 -0.019
H 0.8884 -3.4402 4.4161 0.013 -0.005 0.000
H 3.3007 -3.5753 3.9629 0.014 0.005 -0.016
H 4.2277 -2.8219 1.8008 -0.002 -0.008 0.003
H 3.9133 -1.6955 -0.3292 -0.003 0.076 -0.031
H 2.3784 -0.8907 -0.6806 0.048 0.072 -0.085
H 2.6178 -2.5783 -1.1317 -0.025 0.048 -0.023


2.
74
Properties=species:S:1:pos:R:3:forces:R:3 method="wB97M-V/def2-TZVPD" multiplicity=1 charge=+1 largest_force_ha_per_bohr=0.04342 e_homo_ev=-8.95 energy_ev=-47542.44856
C 3.6920 7.1103 -0.0386 0.157 0.251 0.029
C 2.7685 5.9265 -0.1297 -0.122 -0.281 -0.122
C 2.0971 5.6425 -1.3203 0.049 -0.064 0.330
C 1.2150 4.5643 -1.4312 0.269 -0.186 0.338
C 0.5211 4.3516 -2.7403 -0.166 0.105 -0.496
C 1.0307 3.7145 -0.3236 -0.051 0.372 -0.143
N 0.0825 2.6206 -0.3738 1.569 -0.459 -0.452
P 0.4307 1.0213 -1.0286 -0.985 0.525 0.734
H 0.5293 0.2427 0.2397 0.019 0.338 -0.114
N -1.2856 0.7757 -1.2527 0.957 -0.942 -0.799
C -1.8326 -0.1559 -2.2124 -0.296 0.106 -0.356
C -2.3077 -1.4048 -1.7750 0.133 0.319 -0.466
C -2.1859 -1.8026 -0.3354 -0.141 -0.249 0.321
C -2.9261 -2.2491 -2.6988 0.166 0.277 -0.093
C -3.0964 -1.8806 -4.0377 0.150 0.056 0.299
C -3.7981 -2.8025 -4.9995 -0.132 -0.076 -0.281
C -2.6107 -0.6378 -4.4487 -0.099 -0.268 0.063
C -1.9886 0.2363 -3.5570 0.053 -0.329 0.472
C -1.5121 1.5668 -4.0544 -0.048 0.223 -0.558
C -2.0236 1.8942 -0.9021 0.070 1.461 0.575
C -1.2703 2.9116 -0.4282 -1.508 -0.644 -0.205
C 1.6861 3.9965 0.8875 -0.023 0.109 -0.594
C 1.4396 3.1288 2.0764 0.083 -0.116 0.424
C 2.5526 5.0865 0.9655 -0.078 -0.034 -0.168
H 4.1297 7.1994 0.9606 -0.075 -0.034 -0.157
H 4.5178 7.0453 -0.7605 -0.225 -0.059 0.143
H 3.1556 8.0454 -0.2497 0.091 -0.224 0.039
H 2.2701 6.2832 -2.1875 -0.133 -0.143 0.181
H -0.3459 3.6906 -2.6899 0.166 0.106 0.147
H 0.1790 5.3231 -3.1195 0.028 -0.237 -0.002
H 1.2097 3.9432 -3.4931 -0.094 0.045 0.179
H -2.6186 -2.7974 -0.1881 0.052 0.121 0.004
H -1.1442 -1.8514 0.0019 -0.085 0.131 -0.075
H -2.7267 -1.1047 0.3168 0.180 -0.064 -0.102
H -3.2857 -3.2184 -2.3658 -0.024 0.064 -0.003
H -3.8346 -2.3459 -5.9961 -0.025 -0.186 0.197
H -3.3007 -3.7785 -5.0894 -0.006 0.291 0.065
H -4.8315 -3.0101 -4.6870 0.252 0.141 -0.019
H -2.7227 -0.3415 -5.4958 0.015 -0.063 0.338
H -1.7118 1.6023 -5.1315 0.121 0.150 0.171
H -2.0494 2.4112 -3.6049 0.148 -0.214 0.062
H -0.4346 1.7260 -3.9237 -0.207 -0.105 0.145
H -3.0876 1.8961 -1.0870 0.030 0.026 0.131
H -1.6051 3.8991 -0.1501 -0.062 -0.077 0.104
H 2.0328 3.4744 2.9286 -0.065 -0.026 -0.066
H 0.3837 3.1345 2.3760 0.148 -0.075 -0.125
H 1.7353 2.0956 1.8693 -0.121 0.153 -0.139
H 3.0717 5.2846 1.9030 -0.128 -0.003 -0.145
C -0.7591 -7.7365 2.3193 0.263 0.115 -0.055
O 0.4838 -7.1106 1.9301 -0.301 1.023 0.179
C 0.5611 -5.7534 1.9833 -0.077 0.037 0.228
C 1.7604 -5.1586 1.5205 -0.445 -0.664 -0.206
C 1.8926 -3.7897 1.4716 -0.212 0.570 0.577
C 0.8980 -2.9601 2.0412 -1.128 -0.813 -0.378
C 1.2059 -1.5628 2.2811 1.256 -0.288 1.824
N 1.3112 -1.1233 3.5231 -0.034 -0.444 -1.666
C 1.9093 0.1869 3.7930 0.054 0.683 -0.113
C 1.0253 -1.9506 4.7056 -0.420 -0.358 0.432
C -0.3164 -3.5486 2.4637 0.607 0.108 0.321
C -0.4786 -4.9232 2.4736 0.232 -0.579 -0.514
H -0.6106 -8.7838 2.0734 -0.121 0.027 0.044
H -0.9431 -7.6339 3.3978 0.121 0.046 -0.259
H -1.6098 -7.3333 1.7521 0.286 -0.089 0.085
H 2.5545 -5.8157 1.1678 -0.222 0.192 0.004
H 2.8009 -3.3292 1.0922 -0.037 -0.189 0.016
H 1.6294 -0.9492 1.4834 -0.230 0.145 0.295
H 1.9580 0.3293 4.8721 0.061 0.059 -0.249
H 2.9232 0.2560 3.3674 -0.399 -0.141 0.140
H 1.2912 0.9787 3.3600 0.112 -0.250 0.172
H 1.3242 -1.3691 5.5792 -0.124 -0.236 -0.151
H -0.0466 -2.1788 4.7830 0.425 0.131 -0.025
H 1.5837 -2.9028 4.7037 -0.171 0.451 -0.316
H -1.1363 -2.9239 2.8153 0.207 -0.066 -0.025
H -1.4057 -5.3771 2.8287 0.287 0.316 -0.166